# C7H7N

An isolated molecule of C7H7N at a distorted geometry (ωB97M-V/def2-TZVPD, the Open Molecules 2025 dataset).

## Properties
Structure (SMILES)   C#C[C@]1(C)C=CN=C1
LUMO   0.55 eV
HOMO energy   -9.388 eV
Largest force on an atom   5.63 eV Å⁻¹
Gap between HOMO and LUMO   0.3653 hartree
Energy above the lowest of the compared OMol25 structures with the same formula, charge and spin   75.73 kcal/mol
Molecular weight   105.1 g/mol

Cartesian coordinates (Å):
1 C 2.43961 -1.45288 -0.57728
2 C 1.36836 -0.86940 -0.48562
3 C -0.04704 -0.31392 -0.28131
4 C 0.40242 1.18834 0.00540
5 C -0.82398 -0.79701 0.91259
6 C -2.07106 -1.07298 0.53597
7 N -2.32053 -0.71263 -0.78034
8 C -1.25072 -0.30618 -1.30750
9 H 3.47329 -1.56005 -0.42364
10 H 1.06639 1.08011 0.73602
11 H -0.53677 1.64567 0.19576
12 H 0.75907 1.47809 -0.96382
13 H -0.36050 -0.82980 1.86628
14 H -2.89146 -1.40491 1.07492
15 H -1.32486 0.06344 -2.34452

Cartesian forces (eV/Å) of the 2 atoms listed first:
C -2.0 1.9 0.6
C -1.1 -2.0 -0.5